Record 1
The following is a DFT calculation (wB97M-V/def2-TZVPD) of a molecular structure, C27H34CdFN7O3S2.

```
75
C27H34CdFN7O3S2 wB97M-V/def2-TZVPD
H 0.653 4.297 -3.675
H 3.294 -0.261 2.046
H 0.954 -4.344 0.613
C -0.975 -3.391 0.369
O 0.250 -0.553 1.997
H -5.682 -4.162 -0.204
N 0.059 2.337 -1.421
C 3.168 -0.725 -0.350
H 4.546 -4.902 -1.145
C 0.741 -1.111 -3.292
O 2.178 0.040 0.336
C 3.182 -2.169 0.051
H 4.595 -1.481 -2.156
Cd -0.357 -0.170 -0.299
H -0.299 5.792 -3.581
H 2.687 1.400 1.768
H 1.711 -1.355 -2.858
C 4.834 -2.450 -1.732
O 1.157 -2.514 -0.342
H -5.414 0.117 -0.167
C -5.100 -3.251 -0.141
C 0.046 0.125 4.626
H 4.854 -4.186 0.456
C -0.220 4.769 -3.222
H 3.245 -4.789 0.040
C 4.125 -4.283 -0.350
C 0.510 -3.346 0.613
H -1.147 -5.550 0.428
H -2.617 -0.372 -5.016
C -3.545 -0.856 0.047
H -0.044 5.964 1.065
H -3.612 -5.486 0.097
C -1.672 -0.569 -4.523
C 0.084 4.010 0.348
C -0.630 -1.125 -5.235
C 0.582 -1.408 -4.644
S 0.227 3.057 1.697
H -0.796 2.087 -1.906
N -1.572 -2.231 0.248
H 0.713 -2.866 1.567
H -2.311 0.129 -2.616
N 1.225 0.363 3.809
N 0.033 3.649 -0.979
H 1.049 -2.871 -1.238
N -0.014 5.348 0.274
H 2.868 0.270 5.124
C -5.683 -2.019 -0.221
H 5.012 -3.134 -2.561
H 0.288 -0.546 5.453
C 2.349 0.985 4.480
C -1.678 -4.612 0.331
H 3.059 1.399 3.770
C 2.455 0.338 1.678
C -3.699 -3.333 0.031
H 0.863 2.160 -2.008
C 1.218 0.016 2.511
H -1.103 4.211 -3.538
S -2.686 0.657 0.256
C -4.916 -0.844 -0.123
H -0.730 -0.316 4.010
C -0.266 -0.542 -2.503
H 2.988 -0.500 -1.406
F -0.804 -1.408 -6.549
H 5.762 -2.362 -1.159
H -0.312 1.073 5.033
C -2.917 -2.151 0.102
H 4.168 -0.342 -0.095
H 1.377 -1.851 -5.233
C -0.110 4.790 -1.745
N 3.745 -2.967 -0.889
H -6.755 -1.933 -0.355
C -1.476 -0.291 -3.173
N -0.141 5.840 -0.999
C -3.031 -4.571 0.150
H 1.985 1.806 5.098
```

Calculated values
Spin multiplicity ... 1
Strongest force on any atom ... 1.70 eV/Å
HOMO energy ... -0.2442 hartree
LUMO energy ... 0.45 eV
Relative energy (zero: lowest compared OMol25 entry of this formula, charge and spin) ... 316.9 kJ/mol

Record 2
The following is a DFT calculation (wB97M-V/def2-TZVPD) of a single C12H26N2Si molecule.

```
41
C12H26N2Si wB97M-V/def2-TZVPD
C 0.987 2.179 1.976
H 0.282 -1.604 -3.429
H -3.934 -0.463 0.599
C -1.261 0.152 0.647
N 1.392 -1.357 0.184
C -3.401 -1.143 1.216
H 0.497 -1.428 2.078
H -1.920 0.614 -2.589
H -0.800 2.021 -2.520
H -1.078 -1.839 -2.430
H 1.326 -2.897 1.636
H -1.451 -1.879 1.486
C -0.854 0.950 -2.772
H 1.597 3.777 0.050
H 3.094 -0.517 -0.619
H 2.240 -1.360 2.054
H -1.879 0.933 0.125
C 1.424 1.735 0.575
N -3.679 -0.448 3.693
H -1.195 0.656 1.656
H 0.151 3.127 -0.807
H 1.530 3.106 2.235
H 1.087 1.488 2.806
H 2.454 1.516 0.759
H -0.054 2.540 1.966
C -1.958 -1.211 0.750
Si 0.473 0.215 -0.221
C -3.602 -0.782 2.561
C -0.101 -1.446 -2.475
H 0.502 -2.213 -1.893
C 0.075 0.036 -2.091
H 1.130 0.350 -2.481
H -1.819 -1.718 -0.227
H -3.879 -2.116 1.066
H 1.878 2.788 -1.337
C 1.388 -1.773 1.576
C 2.743 -1.534 -0.432
H 3.354 -2.019 0.323
H -0.621 0.793 -3.882
C 1.188 2.924 -0.452
H 2.692 -2.156 -1.364
```

Calculated values
Spin multiplicity ... 1
Strongest force on any atom ... 5.89 eV/Å
HOMO energy ... -0.2981 hartree
LUMO energy ... 0.72 eV
Structure (SMILES) ... CC(C)[Si](CCCC#N)(C(C)C)N(C)C

Question: Among the records above, which one has the lowest LUMO energy?
Answer: C27H34CdFN7O3S2

Question: Which value of spin multiplicity does entry 1 give?
Answer: 1